# 1
Formula: C4H9N
Source: the OMol25 dataset
Level of theory: wB97M-V/def2-TZVPD

Cartesian coordinates (Å):
H 0.929 -1.266 1.384
N -0.257 0.421 0.547
C 0.171 -0.402 -0.569
H -2.301 0.689 0.739
H 1.854 0.147 0.648
C 0.820 0.359 -1.713
H -1.790 -0.838 1.493
H 1.202 1.322 -1.348
C -1.486 0.205 1.289
H 0.111 0.568 -2.516
H -0.418 -1.287 -0.831
H -1.400 0.721 2.253
C 0.920 -0.407 0.711
H 1.675 -0.187 -2.134

Atomic forces in eV per Å
-0.2 0.1 -0.2
0.0 0.3 -0.1
0.0 0.0 -0.2
0.1 -0.1 0.1
0.0 -0.1 0.4
-0.1 0.0 -0.1
0.3 0.1 -0.2
-0.2 -0.2 0.0
-0.1 0.0 0.0
0.0 0.0 0.0
0.1 0.2 0.2
0.0 -0.1 -0.2
0.2 0.0 0.1
-0.3 0.0 0.1

ΔE to the lowest compared entry with this formula, charge and spin: 26.8 kcal per mole
E_HOMO: -8.76 eV
orbital gap: 10.015 eV


# 2
Formula: C19H20AuCl3NO3
Source: the OMol25 dataset
Level of theory: wB97M-V/def2-TZVPD

Cartesian coordinates (Å):
H -4.459 0.513 0.046
Au -0.278 -1.426 0.140
H -3.880 -0.890 -0.871
C 4.430 -1.265 -3.265
C -0.246 3.406 0.832
H -2.720 3.360 3.138
C -2.641 2.130 1.376
C 3.971 -2.431 -3.855
H -3.758 2.065 -1.806
Cl 0.586 -3.217 -1.920
H -3.575 1.635 1.614
H 0.723 0.889 1.347
H -2.127 1.977 -2.497
H -0.143 2.132 -0.889
H -0.954 -0.243 -2.157
H -0.572 4.499 2.660
H 5.354 -0.806 -3.593
H -0.630 0.572 2.218
C -2.157 3.109 2.245
H 2.058 -0.548 2.565
C 2.790 -3.004 -3.425
H 0.786 -1.907 4.470
O 1.635 -3.761 3.166
H -3.279 -0.618 0.765
C -2.925 1.391 -2.032
C -0.731 2.432 -0.027
H 1.134 0.312 3.789
C 0.475 -1.716 3.447
C -2.424 0.693 -0.758
H 2.430 -3.919 -3.881
C 3.696 -0.690 -2.250
O 0.589 -2.942 1.365
C -3.585 -0.117 -0.158
C -1.941 1.776 0.226
C -1.277 -0.232 -1.112
C 1.054 -0.390 2.957
H -3.264 0.643 -2.754
Cl 4.891 -3.181 -5.148
C 0.952 -2.905 2.608
H -0.619 -1.659 3.418
O 1.829 -0.631 -0.801
C 2.465 -1.213 -1.736
C -0.958 3.750 1.978
Cl 4.289 0.785 -1.527
N 0.235 0.173 1.875
H 0.704 3.884 0.618
C 2.066 -2.413 -2.404

Atomic forces in eV per Å
0.1 -0.1 0.0
-0.2 0.0 0.5
0.0 0.0 0.0
0.0 0.1 0.0
0.0 0.0 0.0
0.0 0.0 0.0
0.0 0.1 0.0
0.0 0.0 0.0
0.0 0.0 0.0
0.2 0.0 -0.2
0.1 0.1 0.0
0.0 -0.1 0.0
-0.1 -0.1 0.1
0.0 0.0 0.0
-0.1 0.0 0.1
0.0 0.0 0.0
0.0 0.0 0.0
0.0 0.1 0.0
0.0 -0.1 0.0
0.0 0.0 0.0
-0.1 -0.1 0.0
0.0 0.0 0.1
-0.2 0.2 -0.3
0.0 0.0 -0.1
0.0 0.1 0.0
0.0 0.0 -0.1
0.0 0.1 0.1
0.0 0.1 -0.1
0.1 0.0 0.1
0.0 0.1 0.0
0.0 -0.1 -0.1
0.3 0.1 0.3
0.0 0.0 0.0
0.0 -0.1 -0.1
0.0 0.2 -0.1
-0.1 -0.1 -0.2
0.0 0.0 0.0
-0.1 0.1 0.1
-0.2 -0.3 -0.2
0.0 0.0 0.0
0.3 -0.2 -0.3
-0.1 0.3 0.2
0.0 0.0 0.0
0.0 -0.1 0.0
0.1 -0.1 0.0
0.0 0.0 0.0
0.1 0.0 -0.1

multiplicity: 3
net charge: -1
E_HOMO (alpha / beta): -4.42 / -4.46 eV
<S²>: 2.007
orbital gap (alpha / beta): 7.008 / 6.176 eV


# 3
Formula: C4H7NO2
Source: the OMol25 dataset
Level of theory: wB97M-V/def2-TZVPD

Cartesian coordinates (Å):
C 0.982 -0.255 0.015
H 2.672 -0.416 1.228
O 1.410 0.524 -0.823
C -2.231 1.025 -0.211
H 1.548 -1.770 1.553
H -0.788 -0.936 0.850
H -0.973 0.273 -1.854
H -0.403 1.716 -1.031
O -2.501 2.063 0.338
H 2.491 -1.696 0.036
N -0.357 -0.296 0.162
H -2.868 0.123 -0.179
C -0.936 0.754 -0.867
C 1.952 -1.109 0.784

Atomic forces in eV per Å
0.7 0.3 -0.5
-0.1 -0.2 0.0
1.2 -0.3 0.0
-0.6 0.2 0.1
-0.1 0.1 -0.1
-0.2 1.1 -1.0
-0.3 -0.1 0.4
0.1 -1.0 0.9
-0.2 -0.4 -0.3
0.0 0.0 0.2
0.4 1.0 -0.9
-0.6 0.2 0.2
-0.3 -0.8 0.8
0.0 -0.1 0.1

ΔE to the lowest compared entry with this formula, charge and spin: 41.0 kcal per mole
E_HOMO: -9.73 eV
orbital gap: 10.423 eV


# 4
Formula: C6H11NO
Source: the OMol25 dataset
Level of theory: wB97M-V/def2-TZVPD

Cartesian coordinates (Å):
H 1.748 -0.664 -1.240
C -2.622 -0.423 -0.483
H -0.945 1.177 0.719
C 1.804 -0.767 -0.159
C 1.542 1.116 1.502
H -0.745 -1.440 -0.793
C -0.373 0.403 0.225
H -3.156 -1.042 -1.203
N 2.765 1.012 1.791
H -1.414 -0.266 -2.724
H 2.827 -0.618 0.172
O -0.869 0.180 -2.065
H -3.023 0.587 -0.528
H -2.789 -0.827 0.512
H 1.488 -1.775 0.107
H 3.104 1.659 2.498
C -1.126 -0.405 -0.796
H 0.856 1.843 1.962
C 0.927 0.250 0.502

Atomic forces in eV per Å
0.0 -0.1 -0.1
0.4 0.0 -0.1
0.0 0.2 0.2
0.0 0.0 -0.1
-0.3 0.5 0.4
-0.1 0.2 0.0
0.3 -0.1 -0.1
-0.1 -0.1 0.0
0.6 -0.1 0.1
0.0 0.0 0.0
0.1 -0.1 -0.1
0.0 0.2 -0.3
0.0 0.1 0.0
-0.1 -0.1 0.1
0.0 -0.1 0.0
-0.3 0.1 0.0
-0.2 -0.3 0.3
0.2 0.0 0.0
-0.5 -0.3 -0.3

ΔE to the lowest compared entry with this formula, charge and spin: 33.3 kcal per mole
E_HOMO: -9.36 eV
orbital gap: 10.121 eV


# 5
Formula: C32H33N7O2PPbS5
Source: the OMol25 dataset
Level of theory: wB97M-V/def2-TZVPD

Cartesian coordinates (Å):
H 0.466 4.254 -4.008
H 6.275 0.756 -0.360
C 1.450 4.258 -0.340
C 4.777 -4.385 2.548
H 2.735 -4.779 5.218
C 1.202 5.441 -2.373
S -2.646 2.333 3.454
H -2.223 -3.041 -1.399
H 1.130 -3.757 3.634
C 5.415 1.063 0.219
H 0.705 -7.484 -0.944
N -2.487 -2.068 -1.493
H -2.121 4.122 -3.964
C -4.832 2.818 -2.372
N -0.242 2.114 2.753
H 6.533 2.051 1.763
C 0.942 -5.514 -0.138
C 0.611 3.122 -2.182
C 3.173 1.757 1.615
S -0.704 1.613 -3.875
C 3.871 -3.821 1.656
H -2.167 -1.504 0.438
C -2.340 2.075 -3.373
H 1.294 6.345 -2.963
H -1.492 -3.701 1.352
H -4.215 1.004 2.203
H -6.122 4.174 -1.304
C -1.017 -4.528 0.843
H -4.969 2.112 3.376
C 2.152 -3.948 3.331
C -2.763 3.394 -3.487
N 0.167 1.897 -2.580
C 1.573 5.445 -1.027
H 4.173 -3.535 0.656
C -6.180 3.223 -1.835
S 2.219 -2.360 -0.810
C -1.433 1.978 2.223
N 0.793 1.792 1.929
H 1.940 6.334 -0.534
H -6.570 2.472 -1.149
C 3.055 -4.514 4.217
H -2.839 0.088 -2.740
H -1.651 -1.565 -1.789
N 0.990 3.134 -0.886
N -2.949 -1.625 -0.206
C 4.370 -4.736 3.825
H -5.036 0.754 -1.827
H 4.483 2.672 3.043
S 0.182 -1.616 1.835
O -0.723 0.185 -4.056
C 0.219 -6.656 -0.442
C -1.131 -6.734 -0.114
C -4.001 3.756 -2.981
H -1.699 -7.621 -0.364
C 4.418 2.126 2.111
H 1.720 4.195 0.709
C 1.952 2.090 2.368
H 2.052 2.586 3.332
C -1.746 -5.671 0.526
C 2.555 -3.602 2.042
C 0.327 -4.441 0.507
Pb 0.542 0.604 -0.304
S -1.905 1.608 0.621
H 1.987 -5.440 -0.416
H 3.970 0.158 -1.109
H 5.803 -4.553 2.241
C -4.400 1.499 -2.292
C 5.552 1.777 1.398
N 3.049 1.082 0.469
H -4.329 4.787 -3.057
H -6.904 3.342 -2.645
H -2.799 -5.720 0.778
H 5.076 -5.176 4.519
O -0.358 2.451 -5.002
H -4.377 2.731 1.810
C 0.730 4.294 -2.962
H -3.350 -0.702 -0.332
C -4.202 2.013 2.608
C 4.136 0.733 -0.204
P 1.321 -2.938 0.857
C -3.161 1.121 -2.787

Atomic forces in eV per Å
0.0 0.0 0.0
0.0 0.0 0.0
0.0 -0.1 0.1
0.0 0.0 0.0
0.0 0.0 0.0
0.0 0.0 0.0
-0.1 0.0 0.0
-0.1 0.0 0.0
0.0 0.0 0.0
0.0 0.0 0.0
0.0 0.0 0.0
0.0 0.1 0.0
0.0 0.0 0.0
0.0 0.0 0.0
-0.1 -0.1 -0.1
0.0 0.0 0.0
0.0 0.0 0.0
-0.1 -0.1 0.0
-0.1 0.0 0.1
0.0 -0.1 0.0
0.0 0.0 0.0
0.0 0.0 0.0
-0.1 0.0 0.0
0.0 0.0 0.0
0.0 0.1 0.0
0.0 0.0 0.0
0.0 0.0 0.0
0.0 -0.1 0.0
0.0 0.0 0.0
0.0 0.0 0.0
0.0 -0.1 0.1
0.2 0.2 0.1
0.0 0.0 0.0
0.0 0.0 0.0
0.0 0.0 0.0
0.0 0.0 -0.1
0.1 0.1 0.0
-0.1 0.1 -0.1
0.0 0.0 0.0
0.0 0.0 0.0
0.0 0.0 0.0
0.0 0.0 0.0
0.1 -0.1 0.0
0.1 0.0 -0.1
0.1 0.0 0.1
0.0 0.0 0.0
0.0 0.0 0.0
0.0 0.0 0.0
0.0 0.0 0.1
0.0 0.0 -0.1
0.0 0.0 0.0
0.0 0.0 0.0
0.0 0.0 0.0
0.0 0.0 0.0
0.0 0.0 0.0
0.0 0.0 0.0
0.2 0.0 0.0
0.0 0.0 0.0
0.0 0.0 0.0
0.0 -0.1 0.0
0.0 0.0 0.0
0.0 -0.2 -0.2
0.0 0.1 0.2
0.0 0.0 0.0
0.0 0.0 0.0
0.0 0.0 0.0
0.0 0.0 0.0
0.0 0.0 0.0
-0.1 0.0 0.1
0.0 0.0 0.0
0.0 0.0 0.0
0.0 0.0 0.0
0.0 0.0 0.0
0.0 0.0 -0.1
0.0 0.0 0.0
0.0 0.0 -0.1
0.0 -0.1 0.0
0.0 0.0 0.0
0.0 0.0 0.0
0.0 0.1 0.1
0.0 0.1 -0.1

net charge: -1
E_HOMO: -5.29 eV
orbital gap: 7.038 eV


# 6
Formula: C20H47BN5O6
Source: the OMol25 dataset
Level of theory: wB97M-V/def2-TZVPD

Cartesian coordinates (Å):
H -0.178 -0.498 0.423
H 2.342 3.002 -2.101
H -2.733 -0.008 0.291
H -2.009 2.497 -1.774
H 2.383 -8.622 0.089
C 1.950 -9.552 -2.221
C -7.311 4.349 3.491
H 4.688 4.861 -4.838
O -0.198 1.888 -2.491
H 1.744 -6.999 -0.254
C 1.513 -8.065 -0.253
O -1.043 -2.803 1.929
C 4.120 0.069 -0.398
C -1.833 -3.602 1.466
H -1.904 1.210 1.285
C -2.278 0.986 0.285
H 1.926 -10.476 -1.640
C -0.434 -4.026 -0.441
C 3.663 4.627 -4.551
C 3.527 1.723 1.243
H -1.478 5.568 4.051
N 3.653 3.465 -3.692
H -0.360 -2.973 -0.712
H -3.612 6.728 3.215
N -1.652 -4.275 0.311
H -2.994 -4.916 -1.174
H -3.163 4.258 1.976
H -3.019 1.732 0.011
N -1.175 1.002 -0.656
O -0.572 -7.070 -1.690
H 3.240 5.495 -4.040
H 0.856 0.715 -0.367
C -0.631 3.896 3.084
H -2.200 -6.217 -0.279
H -6.215 6.326 2.753
C 2.369 2.985 -3.190
H -2.786 -3.849 1.965
C -1.654 4.685 3.435
N 1.164 -8.518 -1.589
H 3.897 2.408 2.024
C -3.098 4.422 3.067
H 3.081 4.450 -5.458
H -8.052 5.064 3.093
H 6.309 0.205 1.365
H 5.018 -0.415 -0.777
H 0.188 3.655 3.750
H -0.087 -8.339 -3.207
H 1.544 -9.757 -3.211
O -6.190 4.252 2.675
O 2.352 1.632 0.950
H 6.485 1.477 0.143
C -0.041 0.109 -0.470
H 2.172 1.963 -3.506
C 4.790 2.836 -3.353
H -3.468 -5.245 0.500
N 4.503 1.006 0.646
C -1.132 1.834 -1.701
H -0.742 3.418 2.113
C -2.626 -5.219 -0.192
O 4.867 1.856 -2.632
H -0.442 -4.645 -1.334
H 0.440 -4.273 0.164
H 5.987 1.893 1.792
H 2.991 -9.242 -2.334
H 3.633 0.587 -1.222
H 1.583 3.628 -3.575
H -3.318 3.453 3.523
C 5.893 1.149 1.001
B -4.147 5.631 3.440
C -5.489 5.530 2.530
C 0.107 -7.944 -2.197
H 0.685 -8.224 0.438
H 5.686 3.304 -3.799
H 3.436 -0.682 0.000
H -7.052 4.672 4.509
H 0.063 -0.537 -1.345
H -4.497 5.546 4.632
H -5.255 5.584 1.457
H -7.780 3.363 3.546

Atomic forces in eV per Å
-0.1 0.1 0.0
0.0 0.0 0.0
-0.1 0.1 0.1
0.0 0.0 0.0
0.0 0.0 0.0
0.0 0.0 0.0
0.1 0.0 0.1
0.0 0.0 0.0
-0.1 0.0 -0.2
0.0 0.0 0.0
0.0 0.0 0.0
0.0 0.0 0.0
-0.1 -0.1 0.0
0.0 0.0 0.0
-0.1 0.0 0.0
0.3 -0.2 0.1
0.0 0.0 0.0
0.0 0.0 0.0
0.0 0.0 0.0
0.1 -0.1 -0.2
-0.1 -0.6 0.9
0.0 0.0 0.0
0.0 0.0 0.0
0.0 0.0 0.1
0.0 0.0 0.0
0.0 0.0 0.0
0.1 -0.2 0.0
0.0 0.0 0.0
-0.2 -0.1 -0.1
0.0 -0.1 -0.1
0.0 0.0 0.0
0.1 -0.2 0.0
-0.5 0.1 -0.3
0.0 0.0 0.0
0.0 0.1 -0.1
0.1 0.0 0.1
0.0 0.0 0.0
-0.2 0.1 0.1
0.0 0.0 0.0
0.0 0.0 0.0
0.4 0.9 -0.9
0.0 0.0 0.0
0.0 0.0 0.0
0.0 0.0 0.0
0.0 0.0 0.0
0.7 0.8 -0.5
0.0 0.0 0.0
0.0 0.0 0.0
-0.1 0.1 -0.2
0.0 0.1 0.1
0.0 0.0 0.0
0.0 0.1 -0.1
0.0 0.0 0.0
0.0 0.1 0.0
0.0 0.0 0.0
-0.1 0.0 0.0
0.1 0.1 0.2
0.0 -1.1 0.5
-0.1 0.1 0.1
0.0 0.1 -0.1
0.0 0.0 0.0
0.0 0.0 0.0
0.0 0.0 0.0
0.0 0.0 0.0
0.1 0.0 0.1
0.0 0.0 0.0
-0.2 0.0 0.0
0.0 0.0 0.0
-0.2 -0.3 0.3
0.1 -0.2 0.0
0.1 0.0 0.1
0.0 0.0 0.0
0.0 0.0 0.0
0.0 0.0 0.0
0.0 0.0 0.0
0.0 0.0 0.0
0.1 0.2 0.0
0.0 0.1 0.0
0.0 0.0 0.0

net charge: -1
E_HOMO: -4.13 eV
orbital gap: 5.687 eV